[1]
ORCA calculation (ωB97M-V/def2-TZVPD) on C24H17BrNO5PPtS as an isolated structure in a non-equilibrium geometry.

The energy comes out at -4788.63938 Eh. The value obtained for the LUMO energy (spin up / spin down) is -0.61 / -0.61 eV. The value obtained for the frontier orbital gap (spin up / spin down) is 7.6 / 7.6 eV. Its energy relative to the best compared isomer or geometry (same formula, charge and spin) is 13.23 kcal per mole.

Cartesian coordinates (Å):
1 Pt 1.48631 -1.29367 0.80091
2 Br -1.59563 -2.87847 1.15243
3 C -0.36018 -3.54001 -0.09713
4 C -0.68798 -4.66884 -0.82116
5 C 0.27553 -5.23620 -1.63655
6 C 1.54612 -4.68957 -1.65808
7 C 1.79967 -3.55873 -0.91468
8 N 0.83675 -2.95062 -0.18939
9 C 3.20460 -2.98794 -0.82650
10 O 4.08807 -3.60161 -1.39452
11 O 3.28833 -1.89844 -0.16330
12 H -1.67560 -5.09235 -0.71846
13 H 0.04452 -6.12253 -2.21306
14 H 2.37070 -5.11527 -2.21138
15 O 2.31429 0.18803 1.96694
16 S 1.50115 0.14351 3.26087
17 O 2.26878 0.55199 4.39553
18 O 0.82927 -1.13547 3.35607
19 C 0.20090 1.33374 3.01765
20 C -0.11202 2.14714 4.09584
21 C -1.16790 3.04000 4.00129
22 C -1.90266 3.11943 2.82876
23 C -1.57925 2.31351 1.74708
24 C -0.52576 1.40575 1.82152
25 P -0.02239 0.42032 0.36455
26 C 0.98850 1.59210 -0.60868
27 C 0.75825 2.96543 -0.55601
28 C 1.51724 3.83039 -1.32921
29 C 2.51121 3.33443 -2.16063
30 C 2.75364 1.96976 -2.21158
31 C 2.00069 1.10028 -1.43404
32 C -1.53748 0.22352 -0.61987
33 C -2.76241 -0.07399 -0.02380
34 C -3.88375 -0.30146 -0.80499
35 C -3.79126 -0.24841 -2.19033
36 C -2.57558 0.04157 -2.79120
37 C -1.45197 0.27999 -2.00982
38 H 0.48033 2.06889 4.99679
39 H -1.41268 3.67258 4.84431
40 H -2.72646 3.81690 2.74733
41 H -2.15260 2.39582 0.83213
42 H -0.00454 3.36831 0.09512
43 H 1.33679 4.89641 -1.27493
44 H 3.10654 4.01398 -2.75729
45 H 3.54256 1.57672 -2.83958
46 H 2.22649 0.04068 -1.44152
47 H -2.84287 -0.11661 1.05503
48 H -4.83144 -0.52302 -0.33064
49 H -4.66821 -0.42867 -2.79891
50 H -2.49861 0.09077 -3.86969
51 H -0.50804 0.51990 -2.48322

Cartesian forces, eV/Å:
-0.259 0.578 -1.284
0.104 -0.128 -0.006
-0.013 0.177 0.140
-0.026 -0.075 -0.077
-0.008 -0.053 -0.010
-0.032 -0.068 -0.022
-0.193 -0.074 -0.009
0.011 0.202 0.129
0.063 -0.116 -0.308
0.010 0.189 0.035
0.288 -0.207 0.745
0.014 -0.005 -0.007
-0.009 0.019 0.001
-0.008 0.006 0.003
-0.210 -0.162 -0.033
0.083 -0.398 0.505
0.072 0.322 -0.266
-0.042 -0.044 0.231
-0.025 0.101 -0.096
0.015 -0.053 -0.077
-0.056 0.026 -0.040
-0.016 0.052 0.053
0.007 -0.044 -0.019
0.081 -0.038 0.058
0.150 -0.195 0.426
0.045 -0.050 -0.035
-0.006 -0.030 -0.073
-0.016 0.011 0.009
0.019 -0.021 -0.015
-0.035 -0.011 0.039
-0.012 0.057 0.045
0.051 -0.063 -0.062
-0.042 0.080 -0.028
0.011 0.021 0.007
0.013 -0.002 0.018
0.034 0.008 0.029
-0.046 -0.026 0.002
0.008 -0.002 -0.006
-0.010 0.004 -0.011
0.005 -0.007 0.006
-0.005 0.000 0.014
-0.002 0.023 0.003
-0.003 -0.012 0.004
-0.007 -0.010 0.007
-0.010 0.002 0.009
0.000 0.017 -0.019
-0.005 0.001 -0.010
0.013 0.003 -0.009
0.009 0.003 0.007
0.002 -0.001 0.011
-0.010 -0.007 -0.015

---

[2]
ORCA calculation (ωB97M-V/def2-TZVPD) on C24H17BrNO6PSeTi as an isolated structure in a non-equilibrium geometry.

The energy comes out at -7597.27058 Eh. The value obtained for the LUMO energy (spin up / spin down) is 4.33 / 4.33 eV. As for the charge: -2. The value obtained for the frontier orbital gap (spin up / spin down) is 3.7 / 3.7 eV. Its energy relative to the best compared isomer or geometry (same formula, charge and spin) is 23.45 kcal per mole.

Cartesian coordinates (Å):
1 Ti 0.43848 0.50117 -1.35792
2 C -1.43789 -0.98868 5.97617
3 C -0.20236 -1.09565 5.35224
4 C -0.06482 -0.76053 4.00764
5 C -1.14869 -0.30331 3.26535
6 C -2.37551 -0.18754 3.91434
7 C -2.52972 -0.53702 5.25519
8 P -1.17307 0.21472 1.46291
9 C 0.58375 0.77864 1.22897
10 C 0.83946 2.15028 1.17518
11 C 2.13854 2.63992 1.28534
12 C 3.19233 1.76453 1.43992
13 C 2.96205 0.39136 1.47742
14 C 1.67866 -0.09339 1.34999
15 C -1.05862 -1.40449 0.60560
16 C -1.68026 -2.53466 1.13952
17 C -1.65909 -3.73594 0.44185
18 C -1.02127 -3.77918 -0.79412
19 C -0.42139 -2.63860 -1.31538
20 C -0.40527 -1.39569 -0.65895
21 H -1.54518 -1.25152 7.02272
22 H 0.65968 -1.44286 5.90980
23 H 0.90773 -0.85308 3.53815
24 H -3.22659 0.18806 3.35559
25 H -3.49998 -0.44281 5.72861
26 H 0.00287 2.82628 1.04660
27 H 2.32112 3.70193 1.19193
28 H 4.20545 2.14318 1.46879
29 H 3.79473 -0.29750 1.54084
30 H 1.49660 -1.16138 1.33367
31 H -2.16885 -2.49188 2.10878
32 H -2.12458 -4.62211 0.85979
33 H -0.99345 -4.70652 -1.35909
34 H 0.05718 -2.71285 -2.28850
35 Br 1.55077 -1.62494 -4.37693
36 C 0.35939 -0.12739 -4.45340
37 C 0.00971 0.29875 -5.68859
38 C -0.89908 1.36063 -5.88204
39 C -1.43693 1.89133 -4.72596
40 C -1.08557 1.42043 -3.48416
41 N -0.11150 0.39419 -3.24474
42 C -1.70247 1.97658 -2.27592
43 O -2.55102 2.85432 -2.25515
44 O -1.22512 1.38643 -1.17272
45 H 0.45924 -0.20307 -6.53576
46 H -1.15437 1.72101 -6.86878
47 H -2.16099 2.69722 -4.73984
48 O 4.06501 2.23277 -1.46746
49 Se 2.74782 1.67672 -2.25815
50 O 1.34089 2.46806 -1.78638
51 O 2.33257 0.13153 -1.62658
52 O 2.91959 1.58255 -3.86642

Cartesian forces, eV/Å:
-0.465 -0.773 -1.144
0.037 -0.047 0.131
0.009 0.058 -0.240
0.214 -0.118 0.197
-0.075 0.118 -0.306
-0.158 -0.064 0.245
-0.025 0.081 -0.277
0.275 -0.051 0.191
-0.209 -0.055 0.542
-0.075 -0.038 0.154
-0.204 0.021 -0.087
0.128 -0.060 0.024
0.040 0.060 -0.085
-0.087 -0.098 0.159
0.022 -0.009 -0.139
0.016 -0.043 -0.069
0.079 0.094 -0.080
-0.054 0.002 0.096
0.129 0.109 -0.176
-0.143 -0.312 0.830
0.004 -0.001 -0.007
0.005 -0.002 -0.002
-0.067 0.018 0.039
0.014 0.001 0.005
-0.001 -0.003 0.013
0.018 0.032 -0.059
0.005 0.000 -0.019
-0.007 -0.010 -0.001
0.010 0.001 -0.006
0.021 -0.011 -0.024
0.004 0.022 -0.002
-0.014 -0.003 -0.001
-0.001 0.000 0.013
-0.045 -0.026 0.081
-0.052 0.145 0.144
-0.166 -0.021 0.921
-0.012 0.059 -0.497
0.065 -0.063 0.146
-0.092 0.015 -0.260
0.092 -0.343 0.293
-0.157 0.625 -0.629
0.320 -0.305 0.435
-0.148 0.072 -0.064
-0.613 0.770 -0.316
-0.008 0.004 0.008
0.026 -0.013 0.004
-0.005 -0.028 0.032
-0.574 -0.226 -0.388
0.647 0.455 0.075
0.665 -0.394 -0.121
0.612 0.269 -0.313
0.000 0.086 0.536

---

[3]
ORCA calculation (ωB97M-V/def2-TZVPD) on C24H17ClF3N2O4PTi as an isolated structure.

The energy comes out at -3285.91210 Eh. The value obtained for the LUMO energy (spin up / spin down) is 0.07 / 0.07 eV. Its expectation value of S² is 2.005. The value obtained for the frontier orbital gap (spin up / spin down) is 7.0 / 9.2 eV. As for the spin multiplicity: 3. Its energy relative to the best compared isomer or geometry (same formula, charge and spin) is 19.65 kcal per mole.

Cartesian coordinates (Å):
1 Ti 0.74874 1.16264 1.58692
2 O 2.34560 -4.71475 4.19516
3 C 2.85880 -3.54368 3.71935
4 O 4.02966 -3.43188 3.54360
5 C 1.85076 -2.47232 3.50532
6 C 0.67071 -2.32776 4.20595
7 N 0.07034 -1.21525 3.75378
8 N 0.79846 -0.62433 2.80569
9 C 1.88987 -1.35730 2.63254
10 C 2.88983 -0.79503 1.63082
11 O 3.82032 -1.45565 1.23907
12 O 2.60418 0.43278 1.29401
13 H 1.38374 -4.72366 4.12615
14 H 0.24593 -2.89456 5.01829
15 H -0.73733 -0.73562 4.12003
16 Cl 1.03146 3.26107 0.13870
17 C 1.09081 2.80995 -1.55281
18 C 1.63638 3.72956 -2.42995
19 C 1.71143 3.41321 -3.77719
20 C 1.24124 2.19021 -4.23053
21 C 0.68975 1.28523 -3.33715
22 C 0.59931 1.57981 -1.97794
23 P -0.11685 0.42089 -0.76709
24 C -0.21870 -1.15405 -1.64828
25 C -1.36924 -1.59033 -2.29735
26 C -1.36987 -2.81723 -2.94617
27 C -0.22622 -3.60407 -2.94953
28 C 0.92156 -3.17235 -2.29742
29 C 0.92621 -1.95238 -1.63899
30 C -1.82245 1.03039 -0.56343
31 C -2.40077 2.01389 -1.36027
32 C -3.67671 2.47779 -1.07559
33 C -4.38407 1.96469 0.00259
34 C -3.81502 0.98355 0.80188
35 C -2.53875 0.52170 0.52301
36 H 2.00779 4.67372 -2.05608
37 H 2.14706 4.12215 -4.46822
38 H 1.30634 1.93784 -5.28029
39 H 0.32614 0.32955 -3.69297
40 H -2.26114 -0.97531 -2.29393
41 H -2.26521 -3.15829 -3.44940
42 H -0.23129 -4.56030 -3.45616
43 H 1.81081 -3.78843 -2.29027
44 H 1.81692 -1.62078 -1.11422
45 H -1.85261 2.42389 -2.19979
46 H -4.11798 3.24704 -1.69586
47 H -5.37545 2.33616 0.22541
48 H -4.35768 0.58962 1.65074
49 H -2.08934 -0.24104 1.15236
50 F 0.08130 3.72034 3.50385
51 C 0.21493 2.36902 3.42197
52 F -1.15342 1.91211 3.37814
53 F 0.61372 1.98752 4.67151

Cartesian forces, eV/Å:
0.404 0.060 0.233
-0.042 -0.047 -0.013
0.015 -0.025 -0.013
-0.003 0.047 0.070
0.062 -0.049 -0.115
-0.048 0.071 0.090
0.003 0.005 0.001
-0.028 -0.119 0.053
-0.054 0.105 0.133
0.142 0.128 0.085
-0.143 -0.093 -0.093
-0.138 -0.127 -0.166
0.056 0.031 -0.033
0.017 -0.022 -0.005
-0.003 0.010 -0.009
-0.018 0.157 0.042
0.039 -0.051 -0.159
0.009 0.024 0.042
-0.010 -0.019 -0.001
0.000 -0.006 -0.017
-0.018 -0.004 0.021
0.034 -0.009 -0.053
-0.168 0.310 0.233
0.073 -0.037 0.070
0.009 0.004 -0.027
-0.002 -0.001 -0.003
-0.006 0.017 0.006
0.009 0.012 0.009
-0.027 -0.014 0.004
-0.021 -0.116 -0.032
-0.012 0.014 -0.031
-0.010 0.010 -0.008
0.019 -0.008 -0.004
-0.002 0.000 0.003
0.014 0.015 -0.029
-0.001 -0.001 0.002
0.001 0.003 0.001
-0.002 -0.003 0.000
0.004 -0.001 -0.007
0.001 -0.003 0.003
0.001 -0.002 -0.001
0.000 -0.002 -0.002
0.001 -0.002 0.000
0.008 -0.013 -0.007
-0.007 0.000 0.005
0.000 -0.001 0.000
-0.003 0.001 0.000
-0.004 0.000 0.001
-0.011 0.009 0.002
0.023 -0.008 0.011
-0.118 -0.203 -0.269
-0.072 -0.047 -0.023
0.025 -0.001 -0.001

---

[4]
ORCA calculation (ωB97M-V/def2-TZVPD) on C24H18AuBCl2F4N3O2Se2 as an isolated structure in a non-equilibrium geometry.

The energy comes out at -7523.35561 Eh. The value obtained for the LUMO energy (spin up / spin down) is -3.54 / -5.49 eV. As for the charge: +1. Its expectation value of S² is 2.040. The value obtained for the frontier orbital gap (spin up / spin down) is 7.9 / 6.2 eV. As for the spin multiplicity: 3. Its energy relative to the best compared isomer or geometry (same formula, charge and spin) is 2.27 kcal per mole.

Cartesian coordinates (Å):
1 Au -2.21003 -0.91703 0.17875
2 Se -3.47639 -3.16705 0.86942
3 Se -2.02816 -3.31438 2.67846
4 C -2.23841 -1.47346 3.21497
5 C -2.12224 -1.19343 4.56674
6 C -2.28081 0.11613 4.98757
7 C -2.58222 1.09801 4.05712
8 C -2.67935 0.73715 2.72813
9 N -2.50153 -0.52282 2.32437
10 C -2.41370 -3.60811 -0.68417
11 C -2.22435 -4.87978 -1.17367
12 C -1.49813 -5.00329 -2.35210
13 C -1.01497 -3.86753 -2.97752
14 C -1.25741 -2.62606 -2.41115
15 N -1.95489 -2.51103 -1.28636
16 H -1.93170 -1.98986 5.27269
17 H -2.19083 0.36045 6.03631
18 H -2.73026 2.12614 4.34776
19 H -2.88429 1.45591 1.94639
20 H -2.62171 -5.73943 -0.65419
21 H -1.31394 -5.98172 -2.77367
22 H -0.44098 -3.93437 -3.88980
23 H -0.87360 -1.71509 -2.84156
24 F 2.19092 -1.97646 0.68032
25 B 0.84057 -1.93316 0.47349
26 F 0.20484 -1.24254 1.53073
27 F 0.53757 -1.18372 -0.71084
28 F 0.27461 -3.19834 0.34165
29 Cl 3.63571 0.28622 -1.71136
30 C 3.44417 0.71725 -0.05230
31 C 4.46354 0.41975 0.83482
32 C 4.29902 0.67113 2.18592
33 C 3.12194 1.22089 2.66790
34 C 2.11062 1.52231 1.77821
35 Cl 0.65453 2.26139 2.34165
36 C 2.25544 1.28302 0.40990
37 N 1.17037 1.53609 -0.45299
38 C 1.20238 2.34418 -1.52329
39 C 2.24666 3.30182 -1.67342
40 C 2.23670 4.15947 -2.73581
41 C 1.20439 4.08573 -3.68436
42 C 0.18775 3.14542 -3.55857
43 C 0.15747 2.25891 -2.50299
44 C -0.90933 1.21797 -2.40416
45 C -1.94262 1.64682 -1.35358
46 O -2.77894 2.46454 -1.63355
47 O -1.78521 1.11362 -0.17146
48 H 5.36687 -0.03746 0.46047
49 H 5.09376 0.42366 2.87380
50 H 2.98765 1.42534 3.71886
51 H 0.28646 1.07541 -0.21534
52 H 3.01029 3.36413 -0.91243
53 H 3.01120 4.90467 -2.83800
54 H 1.20122 4.76534 -4.52379
55 H -0.59639 3.09827 -4.30122
56 H -0.47499 0.24912 -2.15021
57 H -1.43928 1.15991 -3.35252

Cartesian forces, eV/Å:
-0.629 -0.730 0.548
-0.102 -0.115 -0.296
0.091 0.091 0.148
-0.012 -0.196 0.047
-0.021 -0.035 -0.010
-0.006 -0.001 -0.036
0.025 -0.067 -0.028
-0.045 0.202 0.124
0.251 0.415 -0.316
-0.045 -0.059 0.049
-0.004 0.062 0.045
0.016 0.021 -0.016
0.009 0.005 0.024
0.064 -0.103 -0.017
0.012 0.237 -0.184
0.002 0.002 0.001
0.007 0.007 0.042
-0.017 0.050 0.006
0.037 0.025 -0.030
-0.002 0.003 0.006
0.009 -0.009 -0.005
-0.002 0.006 -0.013
-0.006 -0.004 -0.035
0.377 -0.017 -0.025
-0.017 0.041 0.006
-0.125 0.231 0.280
0.095 0.138 -0.253
-0.061 -0.259 -0.059
-0.035 0.065 -0.014
0.025 -0.101 0.030
-0.009 -0.005 -0.003
-0.032 -0.012 -0.051
-0.018 0.010 -0.064
0.020 0.024 -0.056
-0.068 -0.057 0.003
0.046 0.037 0.158
-0.084 0.216 -0.224
0.008 -0.088 0.166
0.011 -0.001 -0.069
-0.016 -0.087 0.074
0.046 -0.004 0.050
-0.044 -0.040 0.076
0.095 0.045 -0.103
-0.052 -0.046 -0.139
-0.159 -0.016 -0.193
-0.131 0.211 -0.059
0.341 -0.077 0.478
0.024 -0.012 -0.010
0.041 -0.002 0.030
-0.016 0.005 0.041
-0.050 -0.082 -0.064
0.044 -0.015 0.036
0.036 0.023 0.000
-0.009 0.043 -0.036
-0.006 -0.009 -0.026
0.010 0.083 0.022
0.080 -0.048 -0.056

---

Which of these has the lowest energy relative to the best compared isomer or geometry (same formula, charge and spin)? C24H18AuBCl2F4N3O2Se2